[1]
# C25H42Cl3N4O3PrSi

A structure of composition C25H42Cl3N4O3PrSi at a distorted geometry (ωB97M-V/def2-TZVPD, the OMol25 dataset).

Each line ends with the Löwdin charge.
Cartesian coordinates (Å):
C: -2.2695 -2.0135 -4.4292  -0.0538
C: -1.5913 -2.4416 -3.1410  -0.2117
H: -2.7730 -2.8556 -4.9190  0.0810
H: -1.5569 -1.5828 -5.1491  0.0854
H: -3.0227 -1.2643 -4.2164  0.0645
C: -0.8291 -3.5423 -3.1878  -0.1283
C: -0.4527 -4.2941 -4.4156  -0.0963
H: -0.4783 -4.0237 -2.2715  0.0893
H: 0.2265 -3.7867 -5.1139  0.0862
H: -1.3653 -4.5260 -4.9594  0.0673
H: 0.0196 -5.2441 -4.1606  0.0685
Pr: 1.2333 1.4276 1.7770  0.2572
Cl: -1.5591 1.2686 1.4756  0.0848
Cl: 3.1937 2.8570 0.6661  -0.0686
H: 1.1556 6.0950 4.2976  0.1008
H: -1.2596 7.0582 3.6670  0.0956
C: 1.2395 5.8732 3.2290  -0.0021
C: -1.0465 6.7108 2.6491  -0.0278
N: -0.0941 5.6118 2.6848  -0.1576
H: 1.8532 4.9817 3.0769  0.0859
C: -0.3660 4.3739 2.3012  -0.2215
O: 0.5197 3.4835 2.3708  -0.2884
H: -1.9775 6.3875 2.1734  0.0972
H: -1.3827 4.1226 1.9590  0.1412
H: 1.6728 6.7299 2.7099  0.1004
H: -0.6206 7.5451 2.0818  0.0963
H: 2.0294 -1.0069 -2.3559  0.0812
H: 3.1625 -3.9593 -1.5306  0.0934
C: 3.0317 -0.9177 -1.9086  -0.0346
C: 3.8958 -3.1819 -1.2594  -0.0373
N: 3.2424 -1.9290 -0.8710  -0.1442
H: 3.1507 0.0894 -1.4985  0.0762
C: 2.9761 -1.7751 0.4302  -0.2843
O: 2.4476 -0.7796 0.9923  -0.2193
H: 4.4780 -3.5369 -0.3982  0.0893
H: 3.2811 -2.6437 1.0361  0.1401
H: 3.7708 -1.0947 -2.6967  0.0882
H: 4.5638 -3.0104 -2.1094  0.0900
O: -0.8622 -0.2867 -2.5423  -0.2718
C: -1.6769 -1.4451 -1.9790  -0.1335
C: -0.1071 -2.6986 -0.3965  -0.0898
C: -1.2875 -1.9682 -0.5218  -0.1339
H: 0.4502 -2.8714 -1.3103  0.0857
C: 0.2661 -3.3727 0.7784  -0.0974
H: -2.7210 -1.0938 -1.9550  0.1450
C: -2.0610 -1.8980 0.6780  -0.0594
H: 1.2756 -3.7914 0.8409  0.0929
C: -0.6492 -3.5218 1.8114  -0.1048
C: -1.7675 -2.6821 1.8079  -0.0834
H: -2.9466 -1.2554 0.7113  0.0936
H: -0.5085 -4.2217 2.6432  0.1032
H: -2.3915 -2.6091 2.7009  0.1041
Si: -0.8127 1.2549 -2.7543  0.2833
Cl: 0.6835 0.6665 -0.4819  0.3106
C: 0.6650 2.5851 -3.0665  -0.2026
C: -1.8253 2.6166 -1.8449  -0.2100
C: -1.4910 1.0621 -4.4918  -0.1675
H: 1.3253 2.8366 -2.2159  -0.0044
H: 0.2318 3.5546 -3.3869  0.0248
H: 1.3187 2.2896 -3.9036  0.0091
H: -0.8364 0.4254 -5.0578  0.0199
H: -1.4960 2.0593 -4.8881  0.0157
H: -2.4877 0.6405 -4.5501  0.0165
H: -2.6916 2.2225 -1.3031  0.0016
H: -2.2182 3.2576 -2.6511  0.0248
H: -1.3092 3.3014 -1.1539  0.0171
N: 1.6934 -1.6887 3.5631  0.1418
C: 0.6599 -1.0652 4.2374  -0.3649
C: -0.1947 -1.7603 5.1128  -0.0221
C: -1.2657 -1.0604 5.6756  -0.0545
C: -1.4855 0.2700 5.3062  -0.0657
C: -0.6749 0.8126 4.3344  -0.1981
N: 0.4871 0.2372 3.9576  -0.0057
H: 1.7880 -1.4677 2.5616  0.0424
H: 1.7621 -2.6949 3.7123  0.1001
H: -0.0700 -2.8290 5.2248  0.1046
H: -1.9430 -1.5523 6.3756  0.1108
H: -2.3151 0.8607 5.6918  0.1082
H: -1.0095 1.6753 3.7438  0.0292

Multiplicity: 3
HOMO level (spin up / spin down): -8.00 / -8.03 eV
<S²>: 2.00
Frontier orbital gap (spin up / spin down): 0.305 / 0.307 Eh

---

[2]
# C39H44N4O19

A structure of composition C39H44N4O19 at a distorted geometry (ωB97M-V/def2-TZVPD, the OMol25 dataset).

Each line ends with the Löwdin charge.
Cartesian coordinates (Å):
C: -1.8127 -0.4404 -1.4020  -0.0263
C: -0.7877 0.5026 -0.9950  -0.2781
O: -0.6597 1.5716 -1.7330  0.0735
N: -0.2537 0.2966 0.3620  0.1728
H: -1.0267 0.5306 0.7380  0.0253
H: -0.0517 -0.5614 0.5780  0.0561
C: 0.9683 1.1736 0.5550  0.0442
H: -2.6607 -0.0114 -1.8510  0.0852
H: -2.2457 -0.8564 -0.4890  0.0892
H: -1.6697 -1.1824 -2.1010  0.0827
H: 1.6693 0.6566 0.0110  0.1017
H: 1.3723 1.0736 1.5780  -0.0375
H: 0.7023 2.0696 0.5080  0.0259
C: -2.3227 -1.2884 3.6120  0.0588
C: -3.2377 -2.5734 3.2720  -0.3254
O: -3.2107 -3.4394 3.9920  0.2237
N: -3.8637 -2.5494 1.7500  0.1010
H: -4.2097 -1.6314 1.4300  0.0987
H: -3.2377 -3.0524 1.0890  0.1192
C: -5.2127 -3.2094 1.8530  -0.0381
H: -1.3647 -1.2494 3.1440  0.0601
H: -1.9207 -1.5434 4.5750  0.0861
H: -2.8407 -0.4464 3.4380  0.0093
H: -5.8027 -3.4144 1.0440  0.0439
H: -5.8137 -2.5374 2.5970  0.1378
H: -5.2107 -4.3704 2.1820  0.1510
N: -3.7117 0.6396 0.1790  -0.5057
O: -4.2537 0.2406 1.3180  -0.0865
O: -2.5707 0.9886 0.1170  -0.0901
O: -4.2937 0.5256 -0.8950  0.0494
N: -1.1427 -2.9124 0.1670  -0.5363
O: -2.1007 -3.0644 -0.5050  -0.0671
O: -1.0947 -3.4224 1.3380  -0.0283
O: -0.1467 -2.2654 -0.3080  -0.0406
C: -2.7107 5.8096 -0.0620  -0.0447
C: -2.9367 4.3076 0.1860  -0.4714
C: -3.3607 3.6536 -1.2250  -0.0061
O: -1.8147 3.6336 0.6340  -0.0673
H: -2.5307 6.2176 0.8990  0.0248
H: -3.6087 6.2446 -0.6000  0.0960
H: -1.8557 5.6946 -0.8630  0.1335
H: -3.9737 4.2066 0.7880  0.1809
H: -3.8627 4.4676 -1.8170  0.0966
H: -4.0707 2.9576 -1.0570  0.0184
H: -2.4877 3.4606 -1.6330  0.0159
H: -2.2407 3.0116 1.1410  -0.0565
C: 3.9383 -2.2284 3.1930  -0.0013
C: 2.7783 -1.7974 2.4630  0.0530
C: 2.3473 -0.3274 2.8240  -0.3258
O: 1.3463 0.1246 2.2760  -0.0102
C: 3.1443 0.4946 3.7520  0.1044
C: 4.4553 -0.0654 4.4220  0.0553
C: 4.8583 -1.4124 4.1600  -0.4561
O: 5.7503 -1.8644 4.8890  0.0642
H: 4.3603 -3.3214 2.8170  0.1600
H: 2.1603 -2.5684 1.8760  0.1368
H: 2.8663 1.4916 3.8520  0.0723
H: 5.0503 0.6016 5.3990  0.2063
C: -1.1307 2.4356 2.6350  0.1107
C: -2.6607 2.8346 2.8380  0.0674
C: -2.9697 4.2286 3.3550  -0.4322
O: -4.0137 4.5266 3.8660  0.1152
C: -1.9297 5.2966 3.0550  0.0712
C: -0.5117 4.8636 2.8150  0.0092
C: -0.1257 3.5616 2.7580  -0.3945
O: 1.1153 3.2466 2.5500  0.0330
H: -0.7037 1.3676 2.4430  0.1264
H: -3.4787 1.9976 2.9050  0.1339
H: -2.0657 6.3776 3.3830  0.1372
H: 0.2423 5.7926 2.8910  0.1718
C: -1.7237 -4.5834 -2.2150  0.0652
C: -0.6127 -4.6564 -3.3520  0.1855
C: -0.3037 -6.0654 -3.9540  -0.3796
O: 0.6213 -6.2264 -4.7700  0.0691
C: -1.0187 -7.1484 -3.2480  0.0462
C: -2.0917 -6.9254 -2.2820  0.0472
C: -2.5457 -5.6404 -1.9090  -0.5426
O: -3.4227 -5.5444 -1.1220  0.1385
H: -1.9607 -3.6064 -1.9260  0.0336
H: -0.1687 -3.8004 -3.7240  0.0559
H: -0.7517 -8.0934 -3.7600  0.1160
H: -2.6787 -7.8394 -2.1110  0.1195
C: 2.5673 0.1436 -6.4690  0.0453
C: 2.8903 1.6216 -6.4970  0.1165
C: 2.4703 2.4366 -5.3060  -0.5045
O: 2.7193 3.5626 -5.2170  0.1417
C: 1.8583 1.8066 -4.1410  0.0266
C: 1.6193 0.4056 -4.2370  0.0397
C: 1.9193 -0.5344 -5.3890  -0.4138
O: 1.4223 -1.6744 -5.3980  0.0794
H: 2.7313 -0.4394 -7.3380  0.0900
H: 3.4573 2.0066 -7.3720  0.1170
H: 1.5593 2.4836 -3.2890  0.1329
H: 1.1773 -0.1424 -3.2990  0.1303
C: 5.5813 1.8126 -0.8110  0.0538
C: 6.9713 1.3306 -1.4400  0.1458
C: 7.5633 -0.1034 -1.2190  -0.4960
O: 8.5943 -0.4404 -1.6680  0.1396
C: 6.7093 -0.9864 -0.5100  0.0264
C: 5.4463 -0.5534 0.1770  0.0866
C: 4.9533 0.8756 0.0160  -0.4365
O: 4.0653 1.0556 0.8720  0.0519
H: 5.1493 2.8026 -1.0230  0.1106
H: 7.6253 2.1896 -2.0660  0.1633
H: 7.0213 -1.9774 -0.1340  0.1152
H: 5.2383 -1.1234 1.1730  0.1200

Multiplicity: 1
HOMO level: -9.24 eV
Frontier orbital gap: 0.243 Eh

---

[3]
# C6H10N3O4

The ion C6H10N3O4 with charge +1 at a distorted geometry (ωB97M-V/def2-TZVPD, the OMol25 dataset).

Each line ends with the natural charge from an NBO analysis.
Cartesian coordinates (Å):
C: 3.8471 -0.6977 -0.1853  -0.7035
C: 2.5297 -0.0712 -0.0404  0.7096
O: 2.4085 1.1566 0.0288  -0.5810
N: 1.4686 -0.9480 0.2086  -0.6177
C: 0.1719 -0.5225 0.1448  0.3834
N: -0.1846 0.6680 -0.0360  -0.3465
N: -1.4977 1.0280 -0.1229  -0.2336
C: -1.7695 2.5105 -0.0571  -0.4599
C: -2.4501 0.1042 0.0494  0.5594
O: -3.6375 0.3106 0.1732  -0.4987
C: -1.7737 -1.2420 0.0759  0.6313
O: -1.8896 -2.1420 1.0228  -0.6332
O: -1.7609 -1.8118 -1.1850  -0.6443
H: 3.7947 -1.6930 -0.1668  0.2188
H: 4.4712 -0.1933 0.4718  0.2720
H: 4.1823 -0.3683 -1.1279  0.2675
H: 1.5731 -1.9390 0.2194  0.4377
H: 0.4986 1.4333 0.0287  0.4632
H: -0.8087 3.1599 -0.0762  0.2394
H: -2.2481 2.8800 -0.9196  0.2413
H: -2.4818 2.9137 0.7481  0.2614
H: -2.4231 -1.8017 1.7399  0.5234
H: -2.0203 -2.7342 -0.9942  0.5104

Structure (SMILES): CC(=O)[NH+]=C=[NH+]N(C)C([O-])=C(O)O
Relative energy (zero: lowest compared OMol25 entry of this formula, charge and spin): 45.9 kcal per mole
Multiplicity: 1
HOMO level: -13.75 eV
Frontier orbital gap: 0.366 Eh
Net charge: +1

---

[4]
# C21H24ClFN4O3

An isolated molecule of C21H24ClFN4O3 (ωB97M-V/def2-TZVPD, the OMol25 dataset).

Each line ends with the natural charge from an NBO analysis.
Cartesian coordinates (Å):
C: 1.1231 1.1406 -5.0781  -0.2661
O: 1.0852 0.0678 -4.1587  -0.5494
C: 2.1933 -0.7906 -4.2068  -0.0617
C: 3.5144 -0.1507 -3.7395  -0.2621
N: 3.3985 0.4052 -2.4158  -0.6142
C: 3.2169 1.7238 -2.2048  0.6751
O: 3.3017 2.5668 -3.0726  -0.6278
C: 2.9162 2.0613 -0.7470  -0.3197
N: 1.7852 1.2985 -0.2455  -0.4864
C: 1.9986 0.4693 0.8414  0.6869
O: 3.1306 0.1798 1.1894  -0.6125
C: 0.8051 0.0198 1.5751  -0.2826
C: -0.3476 0.8031 1.7327  -0.1082
C: -1.3903 0.3288 2.4844  -0.3214
C: -1.2763 -0.9487 3.0785  0.4246
N: -2.2618 -1.4935 3.8098  -0.3946
C: -3.5417 -0.8776 4.0836  -0.2122
C: -4.3228 -1.9662 4.8199  -0.4048
C: -3.2236 -2.7587 5.5251  -0.4091
C: -2.1058 -2.7653 4.4876  -0.2083
N: -0.1620 -1.6858 2.9496  -0.4970
C: 0.8338 -1.2042 2.2412  0.1292
C: 0.6199 1.2665 -1.0250  0.2408
C: -0.0669 0.0676 -1.2204  -0.2276
C: -1.2002 0.0300 -2.0047  -0.2350
C: -1.6443 1.1832 -2.6234  0.3642
F: -2.7455 1.1341 -3.3949  -0.3127
C: -0.9573 2.3793 -2.4645  -0.0994
Cl: -1.4991 3.8094 -3.2612  0.0340
C: 0.1718 2.4189 -1.6656  -0.2730
H: 0.1177 1.5557 -5.0978  0.1926
H: 1.3880 0.7874 -6.0809  0.1625
H: 1.8266 1.9179 -4.7654  0.2006
H: 2.3396 -1.1807 -5.2262  0.1683
H: 1.9319 -1.6207 -3.5439  0.1805
H: 3.7914 0.6716 -4.4024  0.2331
H: 4.3013 -0.9093 -3.7566  0.2031
H: 3.2697 -0.2336 -1.6459  0.4015
H: 3.7774 1.7969 -0.1250  0.2695
H: 2.7340 3.1360 -0.6612  0.2170
H: -0.4042 1.7867 1.2898  0.2235
H: -2.2733 0.9269 2.6363  0.2207
H: -4.0368 -0.5707 3.1576  0.2021
H: -3.4118 0.0090 4.7183  0.1878
H: -5.0561 -1.5521 5.5084  0.2189
H: -4.8390 -2.6049 4.1026  0.2047
H: -3.5395 -3.7615 5.8025  0.2194
H: -2.8999 -2.2318 6.4233  0.2035
H: -1.1054 -2.8380 4.9159  0.2268
H: -2.2304 -3.5868 3.7723  0.1900
H: 1.7138 -1.8312 2.1778  0.2047
H: 0.2935 -0.8406 -0.7638  0.2249
H: -1.7349 -0.8917 -2.1666  0.2338
H: 0.6973 3.3531 -1.5589  0.2412

Structure (SMILES): COCCNC(=O)CN(C(=O)c1ccc(N2CCCC2)nc1)c1ccc(F)c(Cl)c1
Relative energy (zero: lowest compared OMol25 entry of this formula, charge and spin): 3.0 kcal per mole
Multiplicity: 1
HOMO level: -8.04 eV
Frontier orbital gap: 0.314 Eh

---

[5]
# C3H4N2S

An isolated molecule of C3H4N2S at a distorted geometry (ωB97M-V/def2-TZVPD, the OMol25 dataset).

Each line ends with the natural charge from an NBO analysis.
Cartesian coordinates (Å):
C: 0.6701 -1.2707 0.9175  -0.6548
C: 0.1156 -0.1355 0.1535  0.0678
N: 0.7272 0.9727 -0.0381  -0.2590
N: 0.1191 1.8052 -0.8144  -0.2328
C: -1.0308 1.3761 -1.2375  -0.2066
S: -1.5337 -0.0623 -0.5009  0.3639
H: 0.1359 -2.1412 0.6554  0.2208
H: 1.6511 -1.4610 0.6291  0.2402
H: 0.6905 -1.1964 1.9570  0.2356
H: -1.5450 2.1129 -1.7216  0.2250

Structure (SMILES): Cc1nncs1
Relative energy (zero: lowest compared OMol25 entry of this formula, charge and spin): 35.8 kcal per mole
Multiplicity: 1
HOMO level: -9.66 eV
Frontier orbital gap: 0.378 Eh

---

[6]
# C2HN5O2

A structure of composition C2HN5O2 at a distorted geometry (ωB97M-V/def2-TZVPD, the OMol25 dataset).

Each line ends with the natural charge from an NBO analysis.
Cartesian coordinates (Å):
C: -3.1859 -2.0152 -0.0753  0.5080
C: -1.3875 0.8572 0.4150  0.2715
N: -3.2702 -3.0040 0.4861  -0.4093
N: -0.2406 0.5373 0.5724  0.0689
N: 0.8960 0.3378 0.8184  -0.4552
N: -2.6612 1.0944 0.3837  -0.1684
N: -3.4798 0.4748 -0.2276  0.5391
O: -2.8300 -1.0927 -0.7835  -0.4921
O: -4.6248 0.6703 -0.5039  -0.2432
H: 1.4609 0.8536 1.4631  0.3809

Relative energy (zero: lowest compared OMol25 entry of this formula, charge and spin): 145.0 kcal per mole
Multiplicity: 1
HOMO level: -9.30 eV
Frontier orbital gap: 0.266 Eh